(1)
{"formula": "C24H46Cl8F7NO9P3", "method": "the ωB97M-V functional and the def2-TZVPD basis", "symbols": ["C", "C", "O", "C", "C", "C", "C", "C", "P", "C", "C", "P", "O", "O", "C", "C", "O", "C", "C", "N", "C", "C", "O", "C", "C", "O", "C", "F", "F", "C", "F", "F", "C", "F", "F", "F", "P", "O", "O", "O", "H", "H", "H", "H", "H", "H", "H", "H", "H", "H", "H", "H", "H", "H", "H", "H", "H", "H", "H", "H", "H", "H", "H", "H", "H", "H", "H", "H", "H", "H", "H", "H", "H", "H", "H", "H", "H", "H", "C", "Cl", "Cl", "H", "H", "C", "Cl", "Cl", "H", "H", "C", "Cl", "Cl", "H", "H", "C", "Cl", "Cl", "H", "H"], "xyz": [[-5.6237, 2.0555, -1.0256], [-6.2173, 1.2955, 0.1560], [-6.5673, -0.0336, -0.1984], [-5.6540, -1.0364, 0.2156], [-5.3940, -2.0553, -0.8942], [-3.8953, -2.3696, -1.0640], [-3.2935, -1.4794, -2.1561], [-1.7911, -1.6147, -2.4271], [-0.5625, -1.0929, -1.0480], [0.6650, -0.4989, 0.2835], [1.7300, -1.4723, 0.7861], [2.5825, -0.7200, 2.1600], [1.7652, -0.0864, 3.2187], [3.4744, -1.9311, 2.7360], [4.7538, -1.6489, 3.3060], [5.8811, -1.5880, 2.2756], [3.6008, 0.3003, 1.4757], [4.0895, 1.4173, 2.2429], [3.5764, 2.7140, 1.6476], [-0.0664, -2.9569, -0.8512], [0.7337, -3.6870, -1.7656], [0.1091, -4.5874, -2.8024], [1.9440, -3.6124, -1.7034], [-0.9100, -3.7633, -0.0881], [-1.0162, -3.4235, 1.3753], [-1.4855, -4.7635, -0.5141], [-1.3489, 0.7770, -1.1089], [-1.8365, 1.1184, -2.3496], [-2.4659, 0.6821, -0.2878], [-0.7723, 2.1487, -0.5588], [-1.7859, 3.0550, -0.7949], [-0.6267, 2.1199, 0.7686], [0.4398, 2.9261, -1.1661], [1.5696, 2.2548, -1.2171], [0.6495, 3.9849, -0.3761], [0.1510, 3.3975, -2.3699], [1.0592, -0.6894, -2.6714], [2.4547, -0.6257, -2.1827], [0.6870, 0.7015, -3.4216], [0.8799, -1.7291, -3.9096], [-5.8993, 3.1084, -0.9827], [-6.0248, 1.6222, -1.9430], [-4.5359, 1.9815, -1.0538], [-5.5391, 1.2997, 1.0141], [-7.1409, 1.7863, 0.4808], [-6.0481, -1.5493, 1.1023], [-4.6992, -0.5859, 0.5070], [-5.9228, -2.9914, -0.6970], [-5.7926, -1.6659, -1.8345], [-3.8023, -3.4089, -1.3901], [-3.3855, -2.2554, -0.1082], [-3.8014, -1.7792, -3.0830], [-3.6065, -0.4462, -1.9973], [-1.5877, -1.0610, -3.3498], [-1.6229, -2.6588, -2.6938], [-1.5487, -1.3734, -0.0653], [0.0205, -0.1992, 1.1143], [1.2277, 0.3617, -0.0662], [1.3881, -2.4320, 1.1597], [2.4907, -1.5935, 0.0098], [4.7248, -0.7396, 3.9091], [4.9579, -2.4657, 3.9998], [6.1675, -0.5663, 2.0292], [6.7692, -2.0712, 2.6914], [5.5977, -2.1159, 1.3668], [3.8173, 1.3260, 3.2938], [5.1789, 1.3855, 2.1717], [4.2524, 3.5364, 1.8874], [2.5708, 2.9364, 2.0033], [3.5374, 2.6014, 0.5641], [0.5031, -5.5893, -2.6135], [0.4469, -4.2657, -3.7872], [-0.9687, -4.6417, -2.7422], [-1.8595, -3.9639, 1.7990], [-0.0895, -3.6919, 1.8838], [-1.1549, -2.3541, 1.5334], [-0.0699, 0.5990, -4.0127], [1.7157, -2.2075, -4.0078], [-1.0749, 4.5953, -5.1185], [-0.2037, 4.5066, -6.6597], [-2.2332, 3.2825, -4.9208], [-0.3535, 4.5337, -4.3135], [-1.6124, 5.5348, -5.0881], [-7.1541, 5.5573, -2.9630], [-6.3010, 4.2899, -3.8426], [-7.7945, 4.9991, -1.4066], [-6.4626, 6.3671, -2.7657], [-7.9838, 5.8981, -3.5695], [6.9678, -2.0631, 7.1457], [8.1844, -2.5905, 5.9754], [5.8431, -0.8907, 6.4530], [6.4000, -2.9286, 7.4639], [7.4758, -1.6030, 7.9839], [7.0035, 2.5754, 4.8674], [5.4308, 3.2618, 5.2860], [7.3323, 2.6449, 3.1311], [7.7719, 3.1395, 5.3812], [7.0147, 1.5354, 5.1729]], "atomic_forces_ev_per_a": [[0.154, -0.166, 0.111], [-0.252, 0.151, -0.029], [0.014, -0.028, 0.116], [0.176, -0.088, -0.067], [0.203, -0.269, 0.067], [-0.397, -0.069, -0.536], [-0.210, -0.022, -0.004], [-0.283, 0.101, -0.307], [-0.207, -0.099, 0.229], [-0.043, -0.585, 0.126], [0.510, 0.622, 0.182], [-0.659, -0.006, 0.438], [0.180, -0.052, -0.127], [0.327, 0.168, -0.286], [0.244, -0.296, 0.083], [0.155, 0.021, 0.209], [0.151, 0.056, 0.282], [0.324, 0.242, -0.264], [-0.061, -0.198, -0.060], [0.058, -0.522, 0.257], [0.240, -0.034, 0.005], [0.057, -0.387, 0.073], [-0.287, 0.192, -0.163], [-0.339, -0.370, -0.509], [-0.320, 0.418, 0.096], [0.481, 0.297, 0.314], [0.196, 0.425, 0.262], [0.094, -0.022, 0.088], [-0.011, -0.033, -0.125], [-0.778, 0.507, -0.674], [-0.059, 0.017, 0.140], [0.349, -0.328, 0.197], [-0.159, -0.319, 0.477], [0.324, -0.412, -0.093], [0.045, 0.401, 0.265], [-0.088, -0.045, -0.550], [0.704, 0.292, 0.256], [-0.163, 0.075, -0.176], [-0.111, 0.046, -0.104], [0.045, -0.205, -0.136], [0.103, -0.043, -0.012], [-0.038, 0.131, -0.020], [-0.014, -0.051, -0.056], [0.028, -0.022, 0.003], [-0.009, -0.057, -0.032], [-0.025, 0.090, 0.033], [-0.035, 0.117, -0.067], [-0.132, 0.111, 0.077], [-0.014, 0.061, 0.051], [0.251, -0.017, 0.218], [0.048, -0.113, 0.018], [0.004, 0.058, -0.008], [0.152, 0.012, 0.096], [0.104, 0.081, 0.097], [0.201, 0.073, 0.154], [0.039, 0.169, 0.003], [0.017, 0.112, 0.002], [-0.181, 0.207, -0.123], [-0.120, -0.060, -0.289], [-0.163, -0.401, -0.035], [-0.151, 0.046, -0.069], [-0.175, -0.016, -0.021], [-0.147, -0.024, -0.163], [-0.013, -0.014, -0.046], [-0.023, 0.021, -0.010], [-0.148, -0.057, -0.014], [-0.130, -0.093, -0.047], [-0.088, 0.037, 0.094], [-0.005, 0.045, -0.013], [0.041, 0.079, -0.023], [-0.028, 0.009, -0.099], [-0.042, 0.004, 0.036], [-0.055, 0.094, -0.080], [0.069, -0.062, 0.062], [-0.023, -0.182, -0.021], [0.057, -0.046, 0.053], [-0.036, 0.105, 0.057], [0.005, -0.020, 0.047], [0.029, 0.030, 0.103], [-0.001, 0.015, -0.010], [-0.037, -0.045, -0.009], [0.020, -0.036, -0.051], [-0.023, 0.001, -0.041], [-0.006, 0.044, 0.033], [0.014, 0.019, -0.027], [-0.087, 0.098, -0.076], [0.040, -0.023, 0.012], [-0.039, -0.033, 0.014], [-0.014, -0.003, 0.020], [0.016, -0.007, 0.000], [0.029, 0.064, 0.141], [-0.012, -0.020, -0.038], [0.021, 0.028, -0.015], [0.040, -0.084, 0.034], [-0.015, -0.009, -0.006], [0.129, 0.078, 0.031], [-0.005, 0.037, -0.013], [-0.034, -0.011, -0.019]], "homo_energy_ev": -5.1, "total_charge": -1, "gap_ev": 6.836}

(2)
{"formula": "C2H3ClFI", "method": "the ωB97M-V functional and the def2-TZVPD basis", "symbols": ["C", "C", "F", "Cl", "I", "H", "H", "H"], "xyz": [[-0.3206, -1.1201, 0.0776], [0.7082, -0.4313, -0.3969], [0.6641, 0.1534, -1.6481], [-0.4519, 2.4379, 0.4046], [2.5102, 0.0221, 0.6259], [-1.3477, -1.1330, -0.4721], [-0.2683, -1.5536, 1.0825], [-1.4939, 1.6247, 0.3264]], "atomic_forces_ev_per_a": [[-1.459, 0.342, -0.415], [-0.025, 0.418, -0.930], [0.073, -0.692, 1.520], [-1.126, -0.554, -0.018], [-0.714, -0.349, -0.497], [2.214, -0.160, 0.829], [0.001, 0.192, -0.564], [1.036, 0.801, 0.075]], "smiles": "C=C(F)I.Cl", "homo_energy_ev": -9.6, "total_charge": 0, "gap_ev": 9.809}

(3)
{"formula": "C6H10F2N2O", "method": "the ωB97M-V functional and the def2-TZVPD basis", "symbols": ["C", "C", "C", "C", "C", "C", "N", "N", "O", "F", "F", "H", "H", "H", "H", "H", "H", "H", "H", "H", "H"], "xyz": [[1.0454, 0.8181, -0.5623], [-1.3259, 1.4527, -0.4602], [2.2635, 0.8973, 0.3366], [-0.5900, -2.2117, -0.5135], [-0.0609, 1.4295, 0.0990], [-0.8169, -0.5408, 1.2928], [1.2120, 0.2725, -1.6979], [-1.2890, -1.2992, 0.3329], [-1.7524, 0.6678, -1.2825], [-2.1556, 2.4429, 0.1174], [-1.5975, 0.0770, 2.1242], [2.1781, 1.7565, 1.0395], [3.2661, 1.0277, -0.1356], [2.5320, -0.0070, 0.9053], [0.3830, -1.7609, -0.6302], [-0.5040, -3.2312, 0.0509], [-1.1948, -2.1697, -1.3572], [0.1787, 2.0365, 0.8562], [0.1386, -0.6987, 1.6135], [0.3781, 0.1418, -2.3026], [-2.2883, -1.1011, 0.1737]], "atomic_forces_ev_per_a": [[1.564, -0.186, 0.054], [-0.584, 0.169, -0.323], [2.019, 0.697, 0.603], [1.225, -1.315, 2.854], [-1.388, -2.240, -1.591], [-0.473, -0.131, -2.366], [-0.394, -0.857, -0.925], [-2.663, 1.882, 2.772], [-0.703, 0.827, 0.172], [0.299, -1.065, -0.644], [-0.840, -0.005, 0.169], [0.034, -0.740, -0.247], [-1.029, 0.202, -0.518], [-0.904, -0.033, 0.131], [0.375, -0.417, -0.696], [-0.276, 1.557, -1.497], [-0.327, -0.765, -1.993], [0.537, 2.356, 2.619], [2.485, -0.217, 0.888], [0.337, 0.629, 0.878], [0.706, -0.347, -0.341]], "homo_energy_ev": -8.2, "total_charge": 0, "gap_ev": 8.389}

(4)
{"formula": "C5H8FO4Sr", "method": "the ωB97M-V functional and the def2-TZVPD basis", "symbols": ["C", "O", "Sr", "C", "H", "H", "H", "H", "H", "C", "O", "C", "C", "O", "O", "F", "H", "H", "H"], "xyz": [[0.4735, 1.2912, -0.5896], [0.7026, -0.0398, -1.0242], [1.7814, -1.5073, -2.7650], [1.5924, 2.2549, -0.9304], [-0.4660, 1.6097, -1.0631], [0.2946, 1.2675, 0.4967], [1.3873, 3.2278, -0.4619], [2.5609, 1.8908, -0.5646], [1.6497, 2.4162, -2.0162], [0.0123, -1.2785, -0.3288], [-1.3947, -1.0846, -0.3657], [-1.9355, -1.1830, 0.8939], [-0.7572, -0.9236, 1.8183], [0.3536, -1.2804, 1.0180], [0.4486, -2.2806, -1.0097], [-2.4261, -2.4719, 1.0840], [-2.7847, -0.4991, 0.9967], [-0.7076, 0.1398, 2.0953], [-0.7851, -1.5491, 2.7163]], "atomic_forces_ev_per_a": [[-1.090, -0.276, 0.475], [0.037, -0.697, 0.111], [-0.216, 0.009, 0.326], [0.109, -0.124, -0.172], [0.121, 0.235, 0.177], [0.195, 0.121, -0.211], [0.045, -0.265, -0.120], [-0.210, 0.078, -0.079], [0.088, -0.067, 0.258], [0.625, -0.399, -0.595], [-0.031, 0.614, -0.386], [-0.032, -0.085, 0.029], [-0.055, 0.097, 0.033], [0.317, 0.283, 0.256], [-0.034, 0.506, 0.033], [0.047, 0.250, 0.073], [0.143, -0.173, -0.017], [-0.073, -0.226, 0.036], [0.015, 0.119, -0.226]], "homo_energy_ev": [-4.9, -9.9], "total_charge": 0, "multiplicity": 2, "s2": 0.7502, "gap_ev": [5.127, 10.008]}

(5)
{"formula": "C11H12O", "method": "the ωB97M-V functional and the def2-TZVPD basis", "symbols": ["C", "C", "C", "C", "C", "C", "C", "C", "C", "C", "C", "H", "H", "H", "H", "H", "H", "H", "H", "H", "H", "H", "H", "O"], "xyz": [[3.3332, -0.5920, -0.2408], [1.9655, -0.2760, 0.4186], [0.7334, -1.0422, 0.0511], [-0.3423, -0.1118, -0.0193], [0.0431, 1.3007, 0.0613], [-0.8138, 2.3018, 0.0622], [-2.1654, 1.9975, -0.0677], [-2.6082, 0.7878, 0.0515], [-1.7324, -0.3327, -0.0046], [-2.1761, -1.7349, -0.0611], [1.4710, 1.2646, 0.0209], [3.8769, 0.1658, -0.8450], [3.7532, -1.0234, 0.5374], [3.2590, -1.3848, -0.7831], [1.9037, -0.2831, 1.5663], [0.4974, -1.8209, 0.4678], [1.0611, -1.4815, -0.9228], [-0.5118, 3.5704, -0.0045], [-2.8947, 2.6873, -0.2843], [-3.7247, 0.4200, -0.1271], [-3.3786, -1.8930, 0.0859], [-1.8857, -2.2584, 0.8455], [-1.9071, -2.4651, -0.7819], [2.2431, 2.2038, -0.0262]], "atomic_forces_ev_per_a": [[-2.369, 5.030, 0.784], [-0.781, 3.342, 0.388], [4.086, 5.270, -6.882], [-3.851, 4.065, 0.389], [1.067, -4.448, -0.542], [-0.950, 6.166, -1.036], [1.427, 2.848, 0.588], [-2.968, -7.097, -1.412], [1.805, 0.041, -0.221], [-4.438, -1.381, 2.406], [3.309, -0.098, 2.374], [-0.501, -0.086, 1.186], [3.708, -1.115, 3.694], [-1.056, -4.816, -4.193], [1.028, 0.450, -1.399], [-2.205, -8.176, 5.568], [-0.901, 0.440, -0.267], [-0.542, -4.301, 0.287], [-1.224, 2.192, -0.100], [2.238, 1.458, 0.648], [2.649, 0.797, -0.740], [0.447, 0.056, 0.518], [0.605, 0.151, -1.474], [-0.584, -0.788, -0.563]], "smiles": "Cc1cccc2c1C[C@@H](C)C2=O", "homo_energy_ev": -9.0, "total_charge": 0, "gap_ev": 9.323}

(6)
{"formula": "C5H13N3O2", "method": "the ωB97M-V functional and the def2-TZVPD basis", "symbols": ["C", "C", "C", "N", "O", "H", "H", "H", "H", "H", "H", "H", "C", "C", "N", "O", "N", "H", "H", "H", "H", "H", "H"], "xyz": [[0.1786, 0.6020, 1.6556], [1.5320, 0.0004, 1.3197], [-1.1591, -1.9241, -1.1179], [-0.3769, -2.5421, -0.1873], [-2.3079, -1.5937, -0.8902], [0.5257, -2.9046, -0.4612], [-0.7910, -2.7958, 0.6977], [-0.6120, -0.1470, 1.5493], [0.1815, 0.9279, 2.7015], [1.8699, -0.6517, 2.1311], [2.2950, 0.7652, 1.1475], [1.4792, -0.6120, 0.4199], [-1.1486, 1.6901, -0.3061], [-0.1402, 1.8122, 0.8046], [0.8556, -1.2538, -2.2010], [-0.5447, -1.6995, -2.3349], [0.4876, 2.9224, 1.0227], [0.7515, -0.5112, -1.5044], [0.9389, -0.7206, -3.0718], [0.1785, 3.6559, 0.3757], [-2.0078, 1.1060, 0.0316], [-0.6864, 1.1965, -1.1632], [-1.4995, 2.6776, -0.6188]], "atomic_forces_ev_per_a": [[-0.220, 0.380, 0.202], [0.410, -0.236, -0.090], [-0.632, -0.053, 0.825], [0.336, 0.083, -0.468], [1.077, -0.267, -0.831], [-0.201, 0.026, 0.165], [0.075, 0.080, -0.306], [0.076, 0.055, -0.011], [-0.013, 0.019, -0.164], [0.005, 0.055, -0.136], [-0.182, -0.004, 0.196], [0.041, -0.039, 0.011], [-0.217, -0.053, 0.365], [0.659, 1.870, -0.108], [-0.818, 0.132, 0.130], [-0.319, 0.318, 0.367], [-0.563, -1.325, 0.050], [0.359, -0.013, -0.012], [0.094, -0.351, 0.067], [0.042, -0.304, 0.123], [0.056, -0.097, -0.274], [-0.188, -0.126, -0.074], [0.122, -0.149, -0.028]], "smiles": "[H]/N=C(\\C)CC.NOC(N)=O", "homo_energy_ev": -9.8, "total_charge": 0, "gap_ev": 10.489}

| no. | total energy (Eh) |
| --- | --- |
| 1 | -7078.851527 |
| 2 | -935.711108 |
| 3 | -619.013907 |
| 4 | -626.842408 |
| 5 | -501.444211 |
| 6 | -513.009585 |